{
  "formula": "C49H109N6O3",
  "method": "ωB97M-V with the def2-TZVPD basis set",
  "elements": ["C", "C", "C", "N", "C", "C", "C", "C", "C", "H", "H", "H", "H", "H", "H", "H", "H", "H", "H", "H", "H", "H", "H", "H", "H", "H", "H", "C", "C", "C", "N", "C", "C", "C", "C", "C", "H", "H", "H", "H", "H", "H", "H", "H", "H", "H", "H", "H", "H", "H", "H", "H", "H", "H", "C", "C", "C", "N", "C", "C", "C", "C", "C", "H", "H", "H", "H", "H", "H", "H", "H", "H", "H", "H", "H", "H", "H", "H", "H", "H", "H", "C", "C", "C", "N", "C", "C", "C", "C", "C", "H", "H", "H", "H", "H", "H", "H", "H", "H", "H", "H", "H", "H", "H", "H", "H", "H", "H", "C", "C", "C", "N", "C", "C", "C", "C", "C", "H", "H", "H", "H", "H", "H", "H", "H", "H", "H", "H", "H", "H", "H", "H", "H", "H", "H", "C", "C", "C", "N", "C", "C", "C", "C", "C", "H", "H", "H", "H", "H", "H", "H", "H", "H", "H", "H", "H", "H", "H", "H", "H", "H", "H", "O", "C", "O", "O", "H"],
  "coordinates": [[2.27613, 1.24142, -2.58736], [3.12369, 1.33567, -3.86074], [2.67264, 2.40098, -4.83510], [3.78909, 2.95369, -5.67347], [4.33071, 1.88550, -6.51868], [3.27372, 3.94227, -6.68387], [4.47755, 4.70173, -7.26211], [5.49950, 4.58812, -6.08182], [4.80694, 3.79107, -4.96849], [1.21633, 1.40775, -2.74462], [2.60983, 1.96859, -1.83818], [2.41656, 0.22785, -2.19931], [3.02328, 0.38654, -4.39757], [4.18106, 1.46734, -3.65135], [2.21231, 3.30871, -4.36790], [1.92686, 2.07725, -5.55093], [5.08830, 2.35501, -7.15953], [3.52724, 1.55904, -7.17293], [4.82145, 1.09755, -5.98138], [2.59287, 3.50955, -7.40650], [2.70568, 4.65866, -6.08557], [4.84021, 4.28034, -8.19946], [4.18800, 5.74635, -7.29889], [6.40359, 4.06608, -6.35763], [5.83534, 5.52935, -5.62904], [5.44216, 3.11121, -4.39925], [4.32881, 4.36586, -4.19486], [-4.45985, -3.89782, -7.56040], [-4.40143, -4.42592, -6.13665], [-3.00454, -4.35440, -5.49765], [-2.98048, -4.62752, -4.00845], [-3.48725, -5.96302, -3.66432], [-3.75591, -3.55527, -3.20402], [-3.00189, -3.15261, -1.95325], [-1.89757, -4.25158, -1.94882], [-1.64019, -4.59750, -3.40112], [-5.47994, -4.04075, -7.85759], [-3.78412, -4.48979, -8.16257], [-4.11261, -2.85499, -7.57220], [-4.75094, -5.46198, -6.14325], [-5.18573, -3.90875, -5.51535], [-2.51554, -3.38862, -5.58423], [-2.42331, -5.11136, -6.03114], [-3.09297, -6.70633, -4.31849], [-4.56232, -6.08106, -3.78722], [-3.26072, -6.15239, -2.63781], [-4.72708, -3.96874, -2.99171], [-4.00204, -2.71328, -3.83555], [-3.67374, -3.11603, -1.07741], [-2.61277, -2.14982, -2.13954], [-2.29965, -5.05600, -1.32623], [-1.00028, -3.90230, -1.42732], [-1.11685, -5.51985, -3.56320], [-1.08331, -3.83612, -3.92202], [-0.06212, 4.60076, 2.76856], [-0.42557, 4.81319, 1.30538], [-1.62963, 4.01775, 0.78457], [-1.90085, 4.13617, -0.68214], [-2.23034, 5.52423, -1.07555], [-3.07334, 3.30377, -1.09688], [-2.97522, 3.12871, -2.61733], [-1.40409, 3.18737, -2.95002], [-0.77551, 3.54431, -1.52565], [0.63052, 5.36909, 3.07961], [0.30502, 3.56743, 2.93045], [-0.95594, 4.70983, 3.40582], [0.41277, 4.53597, 0.64822], [-0.66281, 5.86209, 1.12149], [-2.49964, 4.38909, 1.32159], [-1.44408, 2.97609, 0.98706], [-2.67278, 5.46504, -2.04439], [-1.29312, 6.11896, -1.03746], [-2.89027, 5.95764, -0.31211], [-3.96474, 3.75886, -0.72347], [-2.91441, 2.30256, -0.66545], [-3.60054, 3.76415, -3.23039], [-3.37467, 2.14061, -2.76920], [-1.22587, 3.96373, -3.69731], [-0.96952, 2.27051, -3.31234], [0.09193, 4.22111, -1.52849], [-0.61874, 2.58559, -1.05284], [-2.12313, -3.44578, 1.98347], [-2.67495, -1.99418, 1.90415], [-2.54034, -1.03131, 3.10786], [-3.50422, 0.12404, 3.23375], [-2.87750, 1.13270, 4.12177], [-3.87431, 0.80298, 1.88432], [-5.35236, 0.61145, 1.74894], [-5.88802, 0.49036, 3.19368], [-4.74813, -0.34882, 3.83213], [-2.34233, -3.90542, 1.01993], [-2.54797, -4.00863, 2.80794], [-1.06454, -3.53081, 2.06488], [-3.75021, -2.08151, 1.65703], [-2.19433, -1.56797, 1.01741], [-1.60935, -0.47582, 2.96685], [-2.53789, -1.46253, 4.12707], [-2.54246, 0.71493, 5.07318], [-3.57893, 1.96701, 4.27662], [-2.00766, 1.47920, 3.58209], [-3.58704, 1.85729, 1.99538], [-3.23975, 0.39530, 1.09606], [-5.87987, 1.37433, 1.19223], [-5.55184, -0.29373, 1.19826], [-6.04508, 1.49160, 3.65849], [-6.82855, -0.09094, 3.27595], [-4.66693, -0.39158, 4.91450], [-4.87552, -1.40563, 3.61125], [1.58252, 0.73885, 4.45703], [1.83077, 1.47669, 5.78183], [0.54901, 1.52842, 6.65541], [0.68870, 1.98954, 8.14892], [-0.69599, 2.17158, 8.57665], [1.46959, 3.23798, 8.26567], [1.79064, 3.35023, 9.75266], [1.79135, 1.91293, 10.24496], [1.46228, 1.03040, 9.01592], [2.37100, 0.94259, 3.75771], [0.65007, 1.10763, 4.00652], [1.45119, -0.31807, 4.67575], [2.07543, 2.52907, 5.56567], [2.68673, 1.11035, 6.35874], [0.14200, 0.48886, 6.64013], [-0.13265, 2.27577, 6.21699], [-0.97258, 2.98298, 7.92287], [-0.75148, 2.43361, 9.61583], [-1.33716, 1.31526, 8.51597], [0.86058, 3.99232, 7.74764], [2.45215, 3.14965, 7.78108], [1.07214, 4.00157, 10.28132], [2.69211, 3.92541, 9.74379], [1.04627, 1.69899, 11.01542], [2.76145, 1.57204, 10.57044], [0.86699, 0.12788, 9.16489], [2.33538, 0.72020, 8.42247], [2.68494, -3.14574, -3.55735], [2.47542, -3.74059, -2.13639], [3.76640, -4.09731, -1.43159], [3.71149, -4.74156, -0.01576], [3.08535, -6.03314, -0.12774], [5.15521, -4.68475, 0.48915], [5.41258, -3.31448, 1.04878], [3.91642, -2.70798, 1.19505], [3.03096, -3.91105, 1.00585], [3.16862, -3.84113, -4.21737], [3.31688, -2.26355, -3.60158], [1.73148, -2.75803, -3.94640], [1.88568, -4.63218, -2.22997], [1.97024, -3.01779, -1.51114], [4.41694, -3.24661, -1.30072], [4.29939, -4.79337, -2.05936], [3.68072, -6.63651, -0.80022], [2.10187, -5.91508, -0.56302], [2.99563, -6.58608, 0.81461], [5.26648, -5.48192, 1.21491], [5.79879, -4.96023, -0.33145], [5.89211, -3.38174, 2.02236], [6.09586, -2.79301, 0.37298], [3.76498, -2.24289, 2.18198], [3.70391, -1.91501, 0.46749], [2.93953, -4.47218, 1.94793], [2.01494, -3.70730, 0.68188], [0.43557, -0.63115, 0.31157], [-0.61148, 0.44320, 0.45209], [-1.24102, 0.67865, -0.58642], [-0.68109, 0.82267, 1.62016], [0.33668, -1.08577, -0.51547]],
  "atomic_forces_ev_per_a": [[0.75, 0.01, 0.11], [-0.64, -0.41, -0.53], [-0.28, 2.01, 0.26], [-1.00, 0.14, -0.84], [1.25, 0.28, -1.03], [-0.68, 1.46, 0.25], [0.06, -0.24, 1.66], [0.24, -0.04, 0.60], [0.75, -1.15, 0.22], [-0.20, -0.09, -0.24], [-0.06, -0.20, -0.06], [-0.18, 0.27, 0.30], [0.24, -0.02, 0.11], [0.07, -0.03, 0.32], [0.46, -0.74, 0.07], [-0.14, -0.42, -0.06], [-0.15, -0.37, 0.13], [0.04, -0.40, 0.17], [-0.07, -0.39, 0.43], [0.05, -0.40, -0.03], [-0.16, -0.04, -0.08], [-0.01, 0.40, 0.08], [0.03, 0.00, -0.82], [0.24, -0.08, -0.29], [-0.23, -0.03, -0.52], [0.38, 0.06, -0.31], [-0.63, 0.54, -0.09], [1.00, 0.12, 1.01], [-0.95, 0.27, 1.45], [-0.54, -0.23, -0.33], [-0.84, 0.28, 0.35], [-1.72, -0.61, -0.28], [-1.38, -0.04, -0.71], [0.52, -0.36, -0.86], [0.06, 1.00, 1.57], [0.49, 0.68, 0.29], [-0.34, 0.32, -0.67], [-0.02, -0.07, -0.49], [-0.46, -0.20, -0.30], [0.25, -0.08, 0.01], [0.86, -0.16, -0.43], [-0.10, 0.20, -0.30], [0.41, 0.05, 0.47], [0.84, -0.45, -0.37], [-0.10, 0.56, -0.01], [0.14, -0.36, 0.42], [-0.25, -0.44, 0.17], [0.42, 0.13, -0.46], [0.55, -0.24, -0.35], [0.28, -0.08, 0.37], [0.35, -0.29, -0.41], [0.01, -0.11, -0.23], [0.06, -0.59, -0.07], [0.31, 0.55, 0.04], [-1.04, -0.83, 0.00], [-0.05, 0.17, -1.38], [0.49, 0.18, 0.84], [0.21, -0.04, -0.47], [1.34, 0.84, 1.21], [0.66, -0.99, -0.20], [1.08, -0.75, 0.16], [-1.13, 1.55, 1.63], [-0.73, -0.01, -1.06], [0.40, -0.11, 0.12], [0.13, 0.63, -0.04], [0.19, 0.06, -0.19], [0.08, 0.29, 0.39], [0.33, 0.15, 0.15], [-0.39, -0.24, -0.14], [-0.26, -0.59, 0.07], [-0.22, 0.50, -0.57], [-0.67, -0.28, -0.42], [-0.11, -0.21, -0.46], [-0.64, 0.28, 0.16], [-0.08, 0.48, 0.12], [0.19, 0.53, 0.06], [0.03, -0.49, -0.42], [0.06, -0.02, 0.17], [-0.14, -0.41, 0.04], [-0.40, -0.35, -0.01], [0.61, -0.07, 0.19], [-0.75, 0.75, 0.21], [-0.86, -0.20, -0.10], [1.68, 0.28, 0.08], [0.26, -0.22, -0.61], [0.18, 0.72, -0.14], [0.84, 0.48, 0.46], [-0.98, -0.27, 0.28], [0.16, -0.48, 0.39], [-1.91, -0.27, 0.35], [-0.36, -0.23, 0.16], [-0.24, -0.19, -0.08], [0.98, 0.42, 0.29], [0.31, -0.04, 0.05], [-0.11, 0.37, 0.26], [0.26, -0.59, 0.16], [-0.05, -0.31, -0.70], [-0.36, -0.23, -0.14], [0.20, -0.43, 0.06], [0.27, 0.31, -0.08], [-0.13, -0.30, 0.02], [-0.19, -0.06, 0.12], [0.20, 0.46, -0.06], [-0.10, -0.57, -0.06], [0.24, -0.77, -0.20], [0.46, 0.58, -0.18], [0.00, 0.67, 0.18], [-0.11, -0.04, -0.63], [-0.89, 0.39, 1.13], [-0.11, 1.48, 0.60], [0.79, -0.59, -0.01], [0.75, -2.46, -2.34], [-0.01, 1.04, 0.54], [-0.15, 0.53, -0.31], [-1.39, 1.39, -0.33], [0.19, -1.36, -0.23], [-0.09, 0.17, -0.50], [0.42, -0.21, -0.26], [0.19, -0.13, -0.03], [0.17, -0.21, -0.35], [0.12, -0.30, -0.10], [-0.15, -0.32, -0.26], [-0.21, 0.93, 0.42], [0.04, -0.60, 0.10], [-1.13, 0.27, 0.31], [0.19, 0.61, 0.45], [0.07, -0.71, -0.71], [0.48, 0.28, 0.50], [-0.63, -0.37, -0.39], [0.14, -0.53, -0.13], [0.91, -0.16, 0.74], [0.31, 0.32, 0.08], [0.22, 0.13, 0.57], [-0.05, 0.21, 0.34], [-0.11, 0.30, 0.40], [-0.21, 0.55, 0.75], [0.43, 0.68, 0.03], [0.31, 0.04, 0.26], [0.66, 1.42, -0.46], [0.00, -1.74, -0.10], [0.03, -1.67, -0.23], [-1.37, 0.69, 0.03], [1.37, 0.61, 0.28], [-0.67, 0.51, 0.36], [-0.19, -0.52, -0.45], [0.33, 0.16, 0.56], [0.16, -0.65, -0.06], [-0.56, -0.37, -0.05], [-0.54, 0.24, 0.09], [0.02, 0.41, -0.10], [0.36, -0.50, 0.08], [0.08, -0.25, -0.17], [-0.19, 0.04, 0.05], [0.16, 0.48, -0.03], [-0.20, -0.09, 0.29], [0.18, -0.02, -0.32], [-0.02, 0.01, -0.04], [-0.41, 0.41, 0.25], [0.09, -0.30, -0.37], [0.15, -0.26, 0.02], [0.28, -0.19, -0.46], [-0.09, 0.22, -0.11], [-0.70, 1.26, 1.12], [1.38, -2.37, -0.05], [-0.13, 0.23, 0.16], [-0.18, 0.69, -0.38], [-0.38, 0.11, -0.87]],
  "relative_energy_kj_mol": 208.53,
  "largest_force_ev_per_a": 3.480,
  "charge": 5,
  "homo_lumo_gap_ha": 0.3672
}